C32H39BF4N3O2PSTl as an isolated structure. Source: the Open Molecules 2025 dataset; level of theory: ωB97M-V/def2-TZVPD.

Atoms and positions in Å:
1 F 1.4402 -1.0788 -4.2101
2 N -0.2363 0.3233 0.7207
3 C -4.3196 0.7600 0.0144
4 H 5.4207 1.4484 -1.2355
5 C 3.3364 -0.4714 -1.4424
6 C 4.1153 -2.1208 4.3638
7 C -0.5309 0.2806 1.9967
8 H 2.5993 0.1039 2.3100
9 H -6.2951 0.1351 -0.5574
10 O -1.5939 -0.8913 3.7459
11 C 6.1810 0.7744 -1.6356
12 C 0.4081 2.4501 2.4056
13 H 4.7092 -2.9329 4.7915
14 N 2.5573 -0.8871 2.1263
15 C 2.7339 -1.2731 0.8394
16 C 3.9034 -1.0456 5.4281
17 C 1.4054 3.7642 -0.9356
18 C 5.8880 -0.6777 -1.2614
19 H -3.6558 3.3324 2.1309
20 C -6.3572 1.7727 0.8193
21 H 5.8326 -0.7734 -0.1735
22 O -1.6159 -1.8174 1.6918
23 C -4.2556 -2.0205 -0.0622
24 F 0.4113 0.9720 -4.3572
25 H 6.1994 0.8929 -2.7210
26 H -3.6346 -2.6652 -2.8327
27 C 0.3127 1.4549 0.1975
28 C -1.3213 -0.9383 2.5421
29 H 0.1744 0.7233 -1.8282
30 H -3.9686 -2.0350 0.9879
31 H 3.3321 0.5307 -1.8668
32 C -5.6229 2.6672 1.5869
33 C -0.2179 1.3375 2.8849
34 H 7.1482 1.0903 -1.2403
35 F -0.5660 -0.7190 -3.1442
36 C 1.2420 3.7015 0.4222
37 H 4.6894 -1.7067 3.5308
38 Tl -0.5896 -1.9436 -0.6899
39 C 1.8937 -1.6967 3.1455
40 C -4.6780 -1.8604 -4.5145
41 C -4.7938 0.5031 -3.0728
42 C 1.0150 2.6847 -1.7544
43 H 0.6797 3.2768 3.0533
44 C 4.5993 -1.2166 -1.8780
45 H -4.8171 1.4375 -2.5258
46 C -4.2154 -0.6224 -2.4924
47 C 0.4895 1.5502 -1.2012
48 C -5.7123 0.8253 0.0411
49 H -7.4400 1.8089 0.8373
50 H 3.3024 -1.4351 6.2525
51 H 4.4904 -2.2671 -1.6151
52 H 6.7172 -1.3060 -1.5971
53 H 1.8219 4.6544 -1.3906
54 H 4.6469 -1.1488 -2.9685
55 C -3.5956 1.6897 0.7537
56 C -5.2941 -0.7461 -5.0657
57 B 0.2022 -0.4215 -4.3237
58 H 1.1255 2.7394 -2.8301
59 H 4.8587 -0.7053 5.8317
60 H -4.6085 -2.7779 -5.0849
61 H 3.3865 -0.1769 5.0158
62 H -5.7905 1.3199 -4.7850
63 N 3.2016 -0.3168 0.0071
64 C 0.6762 2.5520 1.0179
65 H -5.7171 -0.7954 -6.0613
66 H -5.3375 -1.9490 -0.1676
67 S 2.4458 -2.8331 0.3090
68 H 1.4810 -1.0099 3.8843
69 C -4.2383 2.6324 1.5447
70 P -3.3996 -0.5830 -0.8502
71 H 2.2458 -3.1629 4.6471
72 H -2.5167 1.6756 0.7059
73 H -0.4979 1.2170 3.9218
74 H 3.0500 -3.4966 3.1104
75 H 2.4708 -1.0049 -1.8403
76 H 1.0605 -2.2335 2.6899
77 C -4.1387 -1.7970 -3.2408
78 H 1.5174 4.5352 1.0583
79 C -5.3371 0.4386 -4.3478
80 H -6.1293 3.3905 2.2140
81 H 3.2030 0.6302 0.3530
82 H -3.8967 -2.9486 -0.5094
83 F -0.4991 -0.8559 -5.4470
84 C 2.8136 -2.7122 3.8271

Computed properties:
Kohn-Sham gap: 7.6 eV
LUMO level: 2.138 eV
net charge: -1
ΔE to the lowest compared entry with this formula, charge and spin: 9.2 kcal/mol
E: -2894.31976 hartree

Partial charges, Mulliken, in e:
1. F -0.39
2. N 1.89
3. C -0.38
4. H 0.24
5. C -0.98
6. C -0.33
7. C 0.22
8. H 0.34
9. H 0.36
10. O -0.80
11. C -1.16
12. C -1.68
13. H 0.39
14. N 0.01
15. C 0.22
16. C -1.13
17. C -0.80
18. C -0.27
19. H 0.42
20. C -0.76
21. H 0.15
22. O -0.66
23. C -1.48
24. F -0.35
25. H 0.29
26. H 0.24
27. C -0.73
28. C 0.10
29. H 0.04
30. H 0.44
31. H 0.45
32. C -0.47
33. C -0.88
34. H 0.38
35. F -0.25
36. C -0.84
37. H 0.17
38. Tl 1.02
39. C -1.09
40. C -0.67
41. C -0.48
42. C -0.41
43. H 0.43
44. C -0.87
45. H 0.44
46. C 0.50
47. C -0.34
48. C -0.06
49. H 0.38
50. H 0.28
51. H 0.29
52. H 0.38
53. H 0.40
54. H 0.49
55. C -0.15
56. C -0.45
57. B 0.20
58. H 0.56
59. H 0.38
60. H 0.37
61. H 0.22
62. H 0.38
63. N 0.07
64. C 1.61
65. H 0.36
66. H 0.43
67. S -0.25
68. H 0.55
69. C -0.59
70. P 0.91
71. H 0.47
72. H 0.32
73. H 0.70
74. H 0.30
75. H 0.29
76. H 0.27
77. C -0.40
78. H 0.45
79. C -0.63
80. H 0.36
81. H 0.32
82. H 0.43
83. F -0.37
84. C -0.79

***

A 2-piece molecular cluster, C3H7OP overall in a non-equilibrium geometry. Source: the Open Molecules 2025 dataset; level of theory: ωB97M-V/def2-TZVPD.

Atoms and positions in Å:
1 H -1.1782 -0.8480 1.8063
2 O -2.4691 1.2970 0.8822
3 H 1.4400 0.3434 -0.5307
4 H -0.9900 -0.1767 -2.5228
5 C 0.8586 0.1558 -1.4437
6 H -1.1535 -0.1051 -0.7026
7 H 1.4545 0.1091 -2.3940
8 C -0.4672 0.0096 -1.5088
9 H -0.0377 0.2207 2.5196
10 C -0.3609 -0.1273 1.6142
11 H 0.4516 -0.4890 1.1155
12 P -0.9980 1.3447 0.7417

Computed properties:
Kohn-Sham gap (alpha / beta): 7.5 / 8.2 eV
⟨S²⟩: 2.010
LUMO level (alpha / beta): 1.098 / -2.233 eV
net charge: 0
spin multiplicity: 3
ΔE to the lowest compared entry with this formula, charge and spin: 31.2 kcal/mol
E: -534.93168 hartree

Partial charges, Mulliken, in e:
1. H 0.30
2. O -0.42
3. H 0.19
4. H 0.21
5. C -0.41
6. H 0.26
7. H 0.22
8. C -0.40
9. H 0.35
10. C -0.89
11. H 0.36
12. P 0.23

***

A 2-piece molecular cluster, C12H12O2 overall in a non-equilibrium geometry. Source: the Open Molecules 2025 dataset; level of theory: ωB97M-V/def2-TZVPD.

Atoms and positions in Å:
1 C 3.2752 0.2053 -1.1204
2 C 1.6473 5.0727 -1.8875
3 H 1.1179 6.9779 -0.9368
4 H 4.1748 2.0391 -1.6601
5 H -1.3725 3.7151 0.2394
6 H -0.7522 6.0591 0.4388
7 H -0.0925 2.2510 -1.2526
8 C 0.8364 5.9223 -1.0462
9 H 2.4999 2.0987 -2.2458
10 C -0.5207 4.0955 -0.3397
11 C 4.3855 1.0814 -1.1661
12 C 4.6725 -1.3092 0.1800
13 H 2.5695 -1.6787 -0.3040
14 H 4.7882 -2.1558 0.8695
15 C 5.7422 -0.4550 0.0266
16 C -0.1765 5.4343 -0.2568
17 C 3.4479 -1.0417 -0.4721
18 C 5.6168 0.7448 -0.6809
19 H 6.4355 1.4629 -0.5412
20 O 2.0688 0.5360 -1.6375
21 C 0.3192 3.2558 -1.0903
22 H 1.3622 0.2227 -1.0222
23 O 2.1925 2.8963 -2.7413
24 H 2.4598 5.3373 -2.5770
25 H 6.6190 -0.4832 0.6869
26 C 1.3833 3.7208 -1.9414

Computed properties:
SMILES: Oc1ccccc1.Oc1ccccc1
Kohn-Sham gap: 9.3 eV
LUMO level: 0.577 eV
net charge: 0
ΔE to the lowest compared entry with this formula, charge and spin: 10.3 kcal/mol
E: -614.90049 hartree

Partial charges, Mulliken, in e:
1. C 0.93
2. C -0.22
3. H 0.30
4. H 0.40
5. H 0.33
6. H 0.34
7. H 0.25
8. C -0.50
9. H 0.29
10. C -0.54
11. C -0.46
12. C -0.44
13. H 0.31
14. H 0.34
15. C -0.37
16. C -0.29
17. C -0.33
18. C -0.70
19. H 0.31
20. O -0.57
21. C -0.11
22. H 0.31
23. O -0.59
24. H 0.35
25. H 0.29
26. C 0.36

***

A 2-piece molecular cluster, C14H23B2Br2N2O9 overall in a non-equilibrium geometry. Source: the Open Molecules 2025 dataset; level of theory: ωB97M-V/def2-TZVPD.

Atoms and positions in Å:
1 C -1.1357 4.1168 0.2978
2 C -0.7378 -3.2740 2.5124
3 O 0.5611 -2.7471 2.8224
4 H 0.3072 -2.2447 -3.4071
5 H 2.3434 1.4195 -1.3787
6 C -1.4933 7.6147 0.6568
7 H 2.8423 -1.1649 -1.8662
8 O 0.1186 -3.6694 -1.0532
9 Br 2.0550 0.3443 2.5650
10 H 3.1938 -1.3384 -0.1778
11 O 0.0146 0.9830 -1.1337
12 H -1.1733 6.0493 -2.0548
13 C 2.8696 0.6482 -0.8078
14 H -1.1405 3.4706 -0.5826
15 N 3.8777 1.0731 -0.1573
16 H 0.7636 -5.0763 -2.4803
17 O 2.2752 -3.2140 1.2373
18 H -0.8302 -5.6154 -0.1602
19 O -1.2054 7.6128 -0.6715
20 H -1.1651 -3.8088 3.3700
21 C -0.6624 0.4193 1.7766
22 H 4.3362 0.2968 0.3289
23 C -1.7026 5.4761 -0.0254
24 H -0.8889 -4.3767 -2.7566
25 H -2.7506 -0.1333 1.8695
26 H -1.8247 -0.8394 0.4752
27 H -2.2789 0.8934 0.4958
28 H 0.1840 6.1113 -0.9092
29 O -1.6612 6.3522 1.1187
30 B 1.1677 -2.4476 1.5763
31 H -0.1122 4.1975 0.6668
32 N 0.5397 -1.4132 0.7598
33 H -1.7153 3.6361 1.0854
34 C -1.9692 0.0365 1.1137
35 Br -0.7595 1.9610 2.9211
36 H -1.4369 -2.4843 2.2022
37 O -1.5838 8.5970 1.3225
38 O 1.0829 -2.5164 -2.9004
39 C -0.1473 -4.6879 -2.0077
40 C 2.4941 -0.8396 -0.8695
41 C -0.0072 -0.2550 -1.3313
42 H 2.8893 -3.1432 1.9802
43 C -0.7593 -5.9014 -1.2194
44 C 1.0064 -1.2363 -0.6343
45 H -2.7468 5.3852 -0.3401
46 H -1.7322 -6.2107 -1.6155
47 H -0.0405 -6.7354 -1.2362
48 C -0.8926 6.2574 -1.0247
49 C 0.4610 -0.2675 1.5740
50 O -0.8926 -0.7900 -2.0608
51 B 0.7493 -2.5294 -1.5380
52 H -0.6865 -3.9918 1.6717

Computed properties:
Kohn-Sham gap: 8.0 eV
LUMO level: 2.567 eV
net charge: -1
ΔE to the lowest compared entry with this formula, charge and spin: 0.0 kcal/mol
E: -6531.93249 hartree

Partial charges, Mulliken, in e:
1. C -1.24
2. C -0.29
3. O -0.63
4. H 0.31
5. H 0.42
6. C 0.62
7. H 0.31
8. O -0.19
9. Br -0.17
10. H 0.30
11. O -0.62
12. H 0.32
13. C -0.14
14. H 0.38
15. N -0.73
16. H 0.31
17. O -0.78
18. H 0.15
19. O -0.34
20. H 0.31
21. C 0.30
22. H 0.30
23. C 0.46
24. H 0.29
25. H 0.46
26. H 0.31
27. H 0.28
28. H 0.33
29. O -0.35
30. B 1.06
31. H 0.39
32. N 1.03
33. H 0.20
34. C -1.50
35. Br -0.21
36. H 0.04
37. O -0.55
38. O -0.49
39. C -0.37
40. C -0.85
41. C -0.40
42. H 0.28
43. C -0.95
44. C 1.30
45. H 0.26
46. H 0.28
47. H 0.30
48. C -0.49
49. C -0.37
50. O -0.83
51. B 0.28
52. H -0.08

***

What is the E in the fourth record? -6531.93249 hartree